The following is a quantum chemistry calculation of a 2-piece molecular cluster, C5H13N3O2 overall, from the OMol25 dataset.

CARTESIAN COORDINATES (ANGSTROEM)
H: -1.1134 1.9137 1.2608
N: -0.6526 1.7334 0.3872
C: -1.0181 0.9443 -0.5165
N: -2.3291 0.6286 -0.8646
N: -0.0546 0.3838 -1.3655
C: 0.9596 1.3599 -1.8363
C: 2.3478 0.7479 -1.7043
H: -2.5177 -0.3312 -1.1392
H: -3.0278 0.8110 -0.1579
H: -0.3511 -0.1086 -2.1961
H: 0.9027 2.2240 -1.1977
H: 0.7320 1.6622 -2.8601
H: 2.6153 0.7732 -0.6394
H: 3.1213 1.2089 -2.3218
H: 2.3775 -0.3197 -1.8971
C: -0.5625 -2.5117 2.4847
C: -0.1655 -1.0981 2.2099
O: -0.4182 -0.1473 2.9022
O: 0.4869 -1.0179 1.0458
H: 0.2328 -3.1364 2.8932
H: -0.9874 -3.0375 1.6357
H: -1.3514 -2.5032 3.2231
H: 0.7735 -0.1794 0.6539

The lowest unoccupied orbital energy is 0.02597 Eh. The orbital gap comes out at 9.9 eV. The structure (SMILES) is [H]/N=C(\N)NCC.CC(=O)O. Its energy above the lowest of the compared OMol25 structures with the same formula, charge and spin is 81.38 kJ/mol. Its spin multiplicity is 1. The HOMO energy is -0.3385 hartree. As for the total charge: 0.

Atom charges from the Löwdin analysis, given in e for atoms 1 to 2: number 1, H, carries 0.056; number 2, N, carries 0.137

The following is a quantum chemistry calculation of C39H57B2F2NO2P2Pd as an isolated structure, from the OMol25 dataset.

CARTESIAN COORDINATES (ANGSTROEM)
Pd: 0.1293 0.0979 -0.3657
C: 4.2742 0.9906 -3.1712
C: 2.9337 0.3645 -2.8078
C: 2.7425 -0.9771 -3.5089
P: 2.4877 0.0735 -0.9908
C: 2.8684 1.7647 -0.1706
C: 2.0205 2.8419 -0.8324
C: 4.3265 2.1567 0.0409
C: 3.5833 -1.1068 -0.2706
C: 4.8482 -1.5992 -0.6880
C: 5.4687 -2.6264 -0.0080
C: 6.8143 -3.1249 -0.4684
C: 4.8541 -3.2078 1.1103
C: 3.5817 -2.7690 1.5279
C: 2.9226 -1.7621 0.8444
N: 1.7542 -1.1851 1.1805
C: 0.8219 -1.7095 1.9979
C: 0.5421 -3.0561 2.2136
C: -0.3703 -3.4415 3.2012
C: -0.9573 -2.4795 4.0373
C: -1.8952 -2.9175 5.1308
C: -0.7210 -1.1358 3.8188
C: 0.0839 -0.7021 2.7375
P: 0.1919 0.9357 2.0504
C: 0.7907 1.8846 3.6545
C: 1.1311 3.3449 3.3867
C: 2.0411 1.1469 4.1171
C: -1.6421 1.5767 1.9304
C: -1.5850 2.6827 0.8706
C: -2.2756 2.1431 3.2011
H: 4.3313 1.1331 -4.2538
H: 5.1024 0.3581 -2.8708
H: 4.3962 1.9575 -2.6961
H: 2.1402 1.0460 -3.1452
H: 3.4983 -1.6909 -3.1829
H: 2.8092 -0.8725 -4.5961
H: 1.7638 -1.3794 -3.2441
H: 2.4348 1.5609 0.8223
H: 2.4545 3.1612 -1.7808
H: 1.9149 3.7141 -0.1850
H: 1.0229 2.4141 -1.0254
H: 4.7288 2.7246 -0.7972
H: 4.9303 1.2606 0.1793
H: 4.4251 2.7780 0.9340
H: 5.3584 -1.1493 -1.5300
H: 7.1960 -2.5092 -1.2820
H: 6.7521 -4.1551 -0.8270
H: 7.5436 -3.1056 0.3434
H: 5.3558 -3.9971 1.6569
H: 3.1364 -3.1860 2.4208
H: 1.0092 -3.8090 1.5923
H: -0.6144 -4.4893 3.3371
H: -1.6222 -3.9015 5.5147
H: -2.9149 -2.9835 4.7446
H: -1.8933 -2.2077 5.9584
H: -1.1936 -0.4012 4.4590
H: 0.0408 1.8216 4.4475
H: 1.8416 3.4144 2.5641
H: 1.5865 3.7978 4.2733
H: 0.2475 3.9253 3.1281
H: 2.7750 1.1037 3.3127
H: 1.7934 0.1248 4.3947
H: 2.4943 1.6444 4.9783
H: -2.1014 -0.5003 2.0772
H: -0.8795 3.4613 1.1651
H: -2.5621 3.1437 0.7274
H: -1.2473 2.2519 -0.0856
H: -1.7448 3.0312 3.5394
H: -2.2693 1.4081 4.0011
H: -3.3126 2.4211 3.0096
F: -2.8043 0.2525 -1.1040
B: -1.9837 -0.1961 -0.0709
F: -1.8608 -1.5778 -0.1823
C: -2.4117 0.3289 1.4330
C: -3.8994 0.4001 1.5412
C: -4.6954 1.3328 0.8604
C: -6.0638 1.3646 1.0275
C: -6.7012 0.4558 1.8718
C: -5.9324 -0.5020 2.5265
C: -4.5654 -0.5307 2.3589
H: -4.2283 2.0275 0.1799
H: -6.6578 2.1054 0.5015
H: -7.7737 0.4995 2.0200
H: -6.4123 -1.2208 3.1823
H: -3.9885 -1.2931 2.8654
C: -0.6253 -1.7730 -5.2627
C: -1.3169 -0.9231 -4.1874
C: -2.7613 -1.4144 -4.0111
O: -0.6544 -1.1495 -2.9571
B: -0.4148 0.0358 -2.3029
O: -0.6825 1.1026 -3.1484
C: -1.1980 0.6376 -4.3882
C: -0.2174 1.0421 -5.5023
C: -2.5315 1.3494 -4.6354
H: -0.6738 -2.8109 -4.9402
H: 0.4232 -1.5035 -5.3554
H: -1.1204 -1.6719 -6.2285
H: -2.7376 -2.4727 -3.7585
H: -3.3480 -1.2761 -4.9181
H: -3.2183 -0.8968 -3.1739
H: 0.7783 0.6604 -5.2977
H: -0.1590 2.1293 -5.5366
H: -0.5601 0.6742 -6.4679
H: -3.1911 1.2051 -3.7865
H: -3.0044 0.9874 -5.5465
H: -2.3487 2.4188 -4.7307

The lowest unoccupied orbital energy is 0.16659 Eh. The orbital gap comes out at 4.0 eV. Its spin multiplicity is 1. The HOMO energy is 0.0193 hartree. As for the total charge: -2.

Atom charges from the Löwdin analysis, given in e for atoms 1 to 2: number 1, Pd, carries 0.552; number 2, C, carries -0.116

The following is a quantum chemistry calculation of a 9-piece molecular cluster, C19H31N9O18 overall, from the OMol25 dataset.

CARTESIAN COORDINATES (ANGSTROEM)
O: -10.7198 -10.2349 -18.9911
N: -9.9033 -9.6033 -18.2541
O: -9.7596 -8.3576 -18.3869
C: -9.1861 -10.3635 -17.1907
C: -8.0105 -9.7909 -16.5847
C: -7.3338 -10.5488 -15.6601
C: -7.6490 -11.8877 -15.4709
C: -8.7255 -12.4535 -16.1068
C: -9.4843 -11.6921 -16.9878
H: -7.7821 -8.7370 -16.6443
H: -6.5633 -10.0609 -15.0817
H: -7.0661 -12.5129 -14.8107
H: -9.0753 -13.4625 -15.9458
H: -10.3913 -12.1530 -17.3505
O: -13.9985 -5.9941 -13.3277
N: -13.4076 -7.0747 -13.4221
O: -12.4457 -7.4003 -12.7013
C: -13.9298 -7.9795 -14.5637
C: -13.2342 -9.1662 -14.8068
C: -13.6859 -9.9624 -15.8739
C: -14.6331 -9.5217 -16.7597
C: -15.3233 -8.2904 -16.5849
C: -14.9234 -7.5416 -15.4244
H: -12.3730 -9.5450 -14.2765
H: -13.1344 -10.8689 -16.0747
H: -14.9300 -10.2535 -17.4964
H: -16.1520 -7.9602 -17.1937
H: -15.4647 -6.6405 -15.1767
C: -5.7129 -7.0335 -10.7025
N: -5.8185 -8.4839 -11.0078
O: -5.7352 -9.2255 -9.9862
O: -6.2110 -8.8826 -12.0834
H: -6.5499 -6.5119 -11.1665
H: -4.7944 -6.6156 -11.1147
H: -5.7248 -6.8910 -9.6219
C: -11.9493 -6.2988 -17.9687
N: -12.8005 -6.8369 -19.0273
O: -13.1877 -6.1118 -19.9430
O: -12.9148 -8.0717 -18.9900
H: -11.1432 -5.6943 -18.3844
H: -11.5093 -7.0054 -17.2650
H: -12.6905 -5.7324 -17.4048
C: -8.7217 -10.1459 -9.7071
N: -8.8907 -8.8627 -8.9785
O: -9.2417 -8.9329 -7.8335
O: -8.6999 -7.8008 -9.5511
H: -7.9359 -10.5853 -9.0926
H: -8.5037 -10.0317 -10.7689
H: -9.6024 -10.7472 -9.4813
C: -5.0239 -7.6050 -15.0321
N: -4.4988 -6.3467 -14.3527
O: -5.2365 -5.3039 -14.3786
O: -3.3999 -6.4379 -13.8051
H: -5.7310 -7.3672 -15.8267
H: -5.5154 -8.1164 -14.2044
H: -4.3312 -8.2994 -15.5075
C: -10.9344 -14.2638 -12.6690
N: -10.5800 -12.8823 -12.9962
O: -9.4918 -12.4165 -12.6985
O: -11.4256 -12.2358 -13.6090
H: -11.3799 -14.1570 -11.6799
H: -9.9896 -14.7937 -12.5482
H: -11.5785 -14.6385 -13.4644
C: -9.2997 -9.0374 -13.1074
N: -9.3225 -7.9755 -14.1401
O: -10.4085 -7.7949 -14.7609
O: -8.2784 -7.4451 -14.3910
H: -8.3489 -9.5687 -13.0640
H: -10.1695 -9.6925 -13.0569
H: -9.3808 -8.3883 -12.2355
C: -8.8069 -4.1959 -14.8584
N: -8.3700 -4.1233 -16.2902
O: -7.1925 -4.1623 -16.6592
O: -9.2359 -3.9671 -17.0953
H: -9.7809 -4.6842 -14.8273
H: -8.7772 -3.2218 -14.3703
H: -8.1678 -4.8964 -14.3208

The lowest unoccupied orbital energy is -0.03597 Eh. The orbital gap comes out at 8.8 eV. The structure (SMILES) is O=[N+]([O-])c1ccccc1.O=[N+]([O-])c1ccccc1.C[N+](=O)[O-].C[N+](=O)[O-].C[N+](=O)[O-].C[N+](=O)[O-].C[N+](=O)[O-].C[N+](=O)[O-].C[N+](=O)[O-]. Its energy above the lowest of the compared OMol25 structures with the same formula, charge and spin is 38.55 kJ/mol. Its spin multiplicity is 1. The HOMO energy is -0.3606 hartree. As for the total charge: 0.

Atom charges from the Löwdin analysis, given in e for atoms 1 to 2: number 1, O, carries 0.048; number 2, N, carries -0.266

The following is a quantum chemistry calculation of C18H16Br2ClN6O4STi as an isolated structure, from the OMol25 dataset.

CARTESIAN COORDINATES (ANGSTROEM)
Ti: -0.4364 0.2049 0.6003
O: -0.6414 -1.3101 3.7987
Cl: -1.2898 -1.4463 2.5449
O: -2.3300 -2.4043 2.5317
O: -1.8096 -0.0924 2.0953
O: -0.2901 -1.7390 1.4645
Br: 4.5135 0.4905 4.9251
C: 3.1264 0.6073 3.6771
C: 1.9637 1.3078 4.0033
C: 0.9635 1.3456 3.0776
N: 1.0514 0.7581 1.8581
C: 2.2138 0.1262 1.5332
C: 3.2601 0.0193 2.4479
C: 2.2801 -0.3274 0.1577
C: 3.4449 -0.8078 -0.4442
C: 3.4610 -1.0401 -1.7880
Br: 5.0136 -1.6646 -2.6191
C: 2.3111 -0.7836 -2.5582
C: 1.1930 -0.3462 -1.9318
N: 1.1275 -0.1232 -0.5720
H: 1.8457 1.7884 4.9634
H: 0.0277 1.8402 3.2970
H: 4.1649 -0.5143 2.1952
H: 4.3362 -0.9721 0.1453
H: 2.3117 -0.9323 -3.6290
H: 0.2850 -0.1554 -2.4821
N: 1.0074 5.4491 -2.7060
C: 0.2802 4.8208 -2.0772
C: -0.6311 4.0256 -1.2801
C: -1.9414 4.4168 -1.0743
C: -2.7546 3.6113 -0.3008
C: -2.2395 2.4441 0.2156
N: -0.9700 2.0478 0.0029
C: -0.1745 2.8437 -0.7178
H: -2.3096 5.3369 -1.5104
H: -3.7824 3.8780 -0.0983
H: -2.8544 1.7888 0.8165
H: 0.8498 2.5304 -0.8538
C: -3.0969 -4.3327 -2.5595
N: -3.0276 -2.9254 -2.1952
C: -2.1181 -2.4036 -1.3791
N: -1.1960 -3.2165 -0.8668
S: -2.1653 -0.7113 -1.0719
H: -3.8166 -4.4454 -3.3631
H: -3.4191 -4.9476 -1.7181
H: -2.1310 -4.6831 -2.9247
H: -3.7109 -2.2825 -2.5612
H: -1.2797 -4.2153 -0.9512
H: -0.6160 -2.8589 -0.1175

The lowest unoccupied orbital energy (spin up / spin down) is -0.12165 / -0.13460 Eh. The orbital gap (spin up / spin down) comes out at 5.7 / 8.5 eV. Its energy above the lowest of the compared OMol25 structures with the same formula, charge and spin is 74.48 kJ/mol. Its spin multiplicity is 3. The HOMO energy (spin up / spin down) is -0.3330 / -0.4463 hartree. As for the total charge: +1.

Atom charges from the Löwdin analysis, given in e for atoms 1 to 2: number 1, Ti, carries 0.714; number 2, O, carries -0.226